Entry from the Open Molecules 2025 dataset: one molecule with the formula C29H21F3N2 (ωB97M-V/def2-TZVPD).

XYZ file:
```
55
Properties=species:S:1:pos:R:3
H -2.470 -2.029 -2.744
C 0.890 1.337 -0.704
H -0.704 2.894 2.158
C -1.535 1.277 3.306
H 0.955 2.835 0.782
C -0.138 -1.294 -1.810
C 3.249 0.573 1.703
H 1.931 -4.561 -2.337
C 1.814 -2.424 -2.701
H 5.532 2.769 -0.554
C 0.278 1.041 1.717
H -0.267 -4.638 -1.135
H 2.639 0.012 2.415
F -2.201 -0.422 5.779
C 2.686 1.588 0.920
C 0.127 -3.690 -1.508
C -4.418 -1.092 -2.688
C -0.604 -2.516 -1.305
H -4.962 2.198 -1.943
C 1.175 1.758 0.705
C 1.172 2.403 -1.672
C -4.434 1.253 -2.058
C -0.936 -0.044 -1.573
F -2.599 -2.051 4.350
C -0.538 -0.900 2.909
H 5.014 -0.593 2.111
C -3.036 -1.130 -2.505
C -2.501 -0.693 4.466
H -0.456 -1.953 3.161
C 0.305 -0.333 1.946
C -5.125 0.093 -2.453
C 4.895 2.132 0.062
H 1.525 0.460 -0.921
C 1.347 -3.644 -2.194
C 1.076 -1.250 -2.511
F -3.755 -0.186 4.231
H -2.248 1.905 3.830
H 2.758 -2.379 -3.250
H 6.468 0.726 0.561
C -2.364 -0.013 -1.981
H -2.511 2.078 -1.470
H -6.207 0.118 -2.600
C -3.061 1.195 -1.807
H -4.927 -1.997 -3.023
H 1.430 -0.297 -2.919
C 4.607 0.254 1.555
N -0.519 1.008 -0.947
H 0.976 -0.985 1.383
N 1.279 3.284 -2.432
C -0.656 1.830 2.389
C 3.538 2.423 0.174
H -1.557 -2.544 -0.768
C 5.422 1.007 0.705
H 3.124 3.298 -0.337
C -1.485 -0.094 3.529
```

## Properties
Kohn-Sham gap = 0.332 Ha
DFT total energy = -41546.2884 eV
charge = 0
lowest unoccupied orbital energy = -0.002 Ha
structure (SMILES) = N#C[C@H](N=C(c1ccccc1)c1ccccc1)[C@H](c1ccccc1)c1ccc(C(F)(F)F)cc1